19
Properties=species:S:1:pos:R:3:forces:R:3:mulliken_charge:R:1 method="wB97M-V/def2-TZVPD" smiles=CC(C)(C)SO.C#N lumo_energy_ev=0.788 homo_ha=-0.2882 gap_ev=8.63 de_lowest_kcal_mol=47.1 e_tot_ha=-725.249878
C 4.7332 0.7643 -0.0636 0.15 0.10 0.03 -0.001
C -0.6371 -0.2068 -1.3036 0.01 0.03 0.07 -1.556
C -1.1534 -1.1019 0.9843 0.00 0.02 -0.04 -1.532
C -0.9615 1.3841 0.6255 0.31 -0.14 0.02 -1.734
C -0.4753 0.0061 0.1938 0.55 -0.22 -0.04 1.393
N 4.1502 -0.2105 -0.1339 0.10 -0.43 -0.18 -0.412
O 1.7013 -1.5593 0.0653 -0.17 -0.16 0.09 -0.494
S 1.3240 -0.0310 0.6102 -0.63 0.38 0.16 0.014
H 5.2739 1.6696 0.0111 0.18 0.34 0.02 0.309
H 2.6063 -1.4858 -0.2716 -0.04 0.07 -0.07 0.484
H -1.6913 -0.1797 -1.5755 -0.15 -0.01 -0.03 0.388
H -0.1114 0.5649 -1.8629 0.01 0.05 -0.04 0.348
H -0.2322 -1.1760 -1.5837 0.02 -0.06 -0.08 0.416
H -0.7040 -2.0595 0.7317 -0.04 -0.11 0.01 0.418
H -2.2166 -1.1412 0.7532 -0.16 -0.02 -0.05 0.389
H -1.0313 -0.9365 2.0521 -0.02 0.00 0.09 0.341
H -0.8297 1.5118 1.6974 -0.04 0.07 0.14 0.421
H -0.4022 2.1659 0.1150 -0.01 0.12 -0.08 0.425
H -2.0172 1.4994 0.3883 -0.10 -0.03 -0.02 0.385